ORCA calculation (ωB97M-V with the def2-TZVPD basis set) on a 2-piece molecular cluster, CH7O2 overall.

Each line ends with the Löwdin charge.
Cartesian coordinates (Å):
O  -0.1137  -0.7764  -0.6588  0.11
H  -2.3383  -0.8360  -0.5512  0.13
H  2.3930  1.8232  1.0757  0.25
H  -1.4063  -0.7975  0.9786  0.12
H  2.4824  0.2056  0.9750  0.24
O  1.9307  1.0072  0.6811  0.53
H  -0.1274  -1.0891  -1.5985  0.21
H  0.1987  0.1269  -0.8676  0.14
H  -1.5022  0.7100  -0.0207  0.11
C  -1.5170  -0.3739  -0.0134  0.17

The gap between HOMO and LUMO (spin up / spin down) is 13.8468 / 6.3875 eV. Its spin multiplicity is 2. For the strongest force on any atom, the calculation gives 1.895 eV Å⁻¹. The calculation puts the total energy at -191.84229 hartree. For the energy above the lowest of the compared OMol25 structures with the same formula, charge and spin, the calculation gives 0.0 kJ/mol. The expectation value of S² is 0.753. The total charge is +2.

=====

ORCA calculation (ωB97M-V with the def2-TZVPD basis set) on a 4-piece molecular cluster, CH7O5 overall.

Each line ends with the Löwdin charge.
Cartesian coordinates (Å):
H  -3.6036  -0.1092  2.2316  0.02
O  -2.6890  -0.1462  2.5392  -0.10
O  0.2946  -2.1854  -0.0226  -0.06
C  -0.7680  -1.5685  -0.0741  -0.47
O  -1.0896  -0.2060  -0.2349  -0.25
H  3.1494  1.7858  -2.0650  0.00
H  0.2016  0.5902  -0.2910  -0.03
H  2.2389  2.2635  -0.9319  0.03
O  1.1141  0.8466  -0.6133  -0.10
H  1.4680  0.0567  -0.9229  -0.02
O  3.0099  2.5595  -1.5205  -0.13
H  -1.7143  -2.0938  -0.4160  0.10
H  -2.2529  -0.0300  1.6564  0.01

The gap between HOMO and LUMO is 9.0694 eV. For the strongest force on any atom, the calculation gives 4.853 eV Å⁻¹. The calculation puts the total energy at -418.56309 hartree. For the energy above the lowest of the compared OMol25 structures with the same formula, charge and spin, the calculation gives 116.1 kJ/mol. The total charge is -1.